39
Properties=species:S:1:pos:R:3 method="wB97M-V/def2-TZVPD" multiplicity=4 homo_energy_ev="-16.1 / -16.2" lumo_energy_ev="-8.79 / -9.17" gap_ev="7.3 / 7.0" e_above_lowest_ev=0.000 total_charge=+2
C -1.95418 -1.54434 2.23884
H 3.94761 2.43459 2.54174
C 2.88695 2.51658 2.30165
H -2.47778 1.61646 -3.39658
N -0.35903 0.28750 -1.14535
O -2.26591 -0.23642 1.61028
Tc -0.64847 0.74479 0.78688
C 3.40886 2.21740 -0.37621
C -0.76024 0.36438 -3.76044
H 2.63398 3.53692 2.01900
H 2.17355 -0.37183 -4.28539
O 0.18218 -0.40896 2.05867
H -3.85337 -1.98133 3.16246
H -3.22532 -0.11614 1.51912
H 3.03047 3.23241 -0.48498
H -2.43842 -2.63056 3.99739
C -1.37958 1.06172 -1.61488
S 2.53682 1.38876 0.95052
H 4.47439 2.22429 -0.14687
H -1.67705 -3.57363 1.59602
C 0.65276 -0.23905 -1.91686
O 1.04830 1.74956 0.59663
O -1.93098 1.65251 -0.60959
N 0.32268 -0.27870 -3.27828
H -2.80507 -0.91087 4.12563
O 1.70468 -0.62172 -1.46894
H -0.89169 0.31351 -4.83358
H -3.11306 -2.80044 0.91623
C -0.45228 -1.44019 2.64462
H 2.30166 2.19752 3.16271
H 3.23907 1.63623 -1.28019
C -2.06809 -2.64308 1.18910
C 1.27723 -0.97503 -4.14853
H 1.56736 -1.91365 -3.68448
H 0.82373 -1.17339 -5.11496
C -2.82224 -1.76983 3.45394
C -1.63977 1.07724 -2.98399
H -1.49628 -2.38614 0.29336
O 0.04654 -2.23707 3.36529